Molecular formula: C4H13N2O
Method: DFT, ωB97M-V with the def2-TZVPD basis set

The HOMO energy comes out at -13.4 eV. Its gap between HOMO and LUMO is 10.35 eV. As for the LUMO energy: -3.07 eV. The calculation puts the energy above the lowest of the compared OMol25 structures with the same formula, charge and spin at 408.8 kJ/mol. The charge is +1. As for the total energy: -344.6111 hartree.

Structure (XYZ):
```
20
C4H13N2O (ωB97M-V with the def2-TZVPD basis set)
C 1.540 -1.122 -0.685
C -1.466 -0.984 0.041
C -1.265 1.479 -0.004
C 0.806 0.133 -0.270
N 0.532 0.055 1.642
N -0.657 0.189 -0.508
O 1.292 1.285 -0.665
H 2.467 -1.048 -0.235
H 1.963 -1.014 -1.691
H 1.205 -2.129 -0.361
H -1.119 -1.893 -0.524
H -1.356 -1.114 1.071
H -2.511 -0.760 -0.047
H -1.115 1.522 1.143
H -1.146 2.339 -0.547
H -2.441 1.284 -0.080
H 0.833 0.899 2.129
H 1.076 -0.681 2.038
H -0.865 0.186 -1.574
H 2.226 1.375 -0.873
```



Molecular formula: C16H27N4OsS2Sb
Method: DFT, ωB97M-V with the def2-TZVPD basis set

The HOMO energy comes out at -15.5 eV. Its gap between HOMO and LUMO is 6.98 eV. As for the LUMO energy: -8.48 eV. The calculation puts the energy above the lowest of the compared OMol25 structures with the same formula, charge and spin at 0.0 kJ/mol. The charge is +2. As for the total energy: -1971.5219 hartree.

Structure (XYZ):
```
51
C16H27N4OsS2Sb (ωB97M-V with the def2-TZVPD basis set)
Os 0.555 -0.269 1.036
S -1.325 -0.438 2.125
C -1.120 0.496 3.539
C -2.119 0.386 4.552
N -2.934 0.303 5.357
C -0.072 1.378 3.595
S 0.962 1.497 2.237
C 0.150 2.275 4.681
N 0.332 2.994 5.557
C -1.024 -1.765 -1.985
C -1.756 -0.426 -1.975
C -3.126 -0.530 -1.310
Sb -0.545 1.040 -0.979
C 1.174 1.627 -2.133
C 0.762 2.502 -3.312
C 1.994 0.414 -2.563
C -1.653 2.824 -0.509
C -2.554 3.168 -1.695
C -2.418 2.708 0.801
H -1.633 -2.505 -2.508
H -0.875 -2.142 -0.967
H -0.056 -1.721 -2.484
H -1.862 -0.043 -2.993
H -3.051 -0.901 -0.286
H -3.734 -1.246 -1.866
H -3.668 0.415 -1.295
H 1.744 2.223 -1.414
H 0.128 1.962 -4.017
H 1.659 2.810 -3.853
H 0.246 3.411 -3.001
H 1.466 -0.178 -3.312
H 2.254 -0.246 -1.729
H 2.927 0.752 -3.015
H -0.860 3.571 -0.416
H -3.358 2.442 -1.819
H -2.011 3.246 -2.637
H -3.022 4.137 -1.510
H -3.178 1.926 0.764
H -2.931 3.652 0.996
H -1.758 2.518 1.649
C 2.556 -5.000 2.257
N 3.114 -3.773 1.638
C 4.571 -3.728 1.365
C 2.357 -2.809 1.306
N 1.654 -1.920 1.002
H 2.728 -5.837 1.584
H 1.492 -4.871 2.429
H 3.067 -5.166 3.203
H 4.817 -4.514 0.654
H 5.096 -3.890 2.303
H 4.836 -2.757 0.956
```



Molecular formula: H3NOSSi
Method: DFT, ωB97M-V with the def2-TZVPD basis set

The HOMO energy (alpha / beta) comes out at -9.5 / -9.0 eV. Its gap between HOMO and LUMO (alpha / beta) is 7.85 / 6.11 eV. As for the LUMO energy (alpha / beta): -1.68 / -2.92 eV. The calculation puts the energy above the lowest of the compared OMol25 structures with the same formula, charge and spin at 378.2 kJ/mol. As for the total energy: -819.2933 hartree.

Structure (XYZ):
```
7
H3NOSSi (ωB97M-V with the def2-TZVPD basis set)
N 1.537 1.618 -0.845
O -0.865 -0.758 1.445
Si 0.314 0.545 -1.017
S 0.542 -1.152 0.697
H 0.258 -0.439 -2.094
H -1.037 0.890 -0.590
H -0.748 -0.702 2.403
```



Molecular formula: C16H17N
Method: DFT, ωB97M-V with the def2-TZVPD basis set

The HOMO energy comes out at -8.0 eV. Its SMILES is Cc1c[nH]c2ccccc12.Cc1ccccc1. Its gap between HOMO and LUMO is 8.97 eV. As for the LUMO energy: 0.93 eV. The calculation puts the energy above the lowest of the compared OMol25 structures with the same formula, charge and spin at 155.8 kJ/mol. As for the total energy: -674.5973 hartree.

Structure (XYZ):
```
34
C16H17N (ωB97M-V with the def2-TZVPD basis set)
C -0.813 5.638 0.143
C -0.348 1.752 -1.525
C -0.833 2.786 -2.291
C 0.015 1.979 -0.190
C -1.058 4.094 -1.787
C -0.118 3.242 0.354
C -0.636 4.263 -0.457
H -0.546 0.762 -1.918
H -1.107 2.754 -3.352
H 0.602 1.156 0.245
H -1.254 4.962 -2.389
H 0.163 3.472 1.387
H -0.499 5.629 1.205
H -1.829 6.049 0.047
H -0.181 6.407 -0.287
C 2.972 -3.242 1.315
C -0.390 -3.430 0.009
C 0.637 -2.732 0.636
C 1.685 -3.666 0.746
C 1.237 -4.883 0.336
C -1.818 -1.564 0.259
C -1.687 -2.836 -0.210
C -0.766 -0.817 0.862
C 0.467 -1.369 1.046
N -0.012 -4.704 -0.370
H -2.764 -1.047 0.142
H -2.388 -3.298 -0.975
H -1.068 0.060 1.440
H 1.301 -0.835 1.495
H -0.726 -5.316 -0.711
H 1.766 -5.830 0.196
H 3.496 -4.124 1.717
H 2.834 -2.608 2.215
H 3.664 -2.702 0.665
```



Molecular formula: C46H45N9O10
Method: DFT, ωB97M-V with the def2-TZVPD basis set

The HOMO energy comes out at -7.1 eV. Its gap between HOMO and LUMO is 5.36 eV. As for the LUMO energy: -1.76 eV. The calculation puts the energy above the lowest of the compared OMol25 structures with the same formula, charge and spin at 6093.5 kJ/mol. As for the total energy: -3022.2222 hartree.

Structure (XYZ):
```
110
C46H45N9O10 (ωB97M-V with the def2-TZVPD basis set)
N 3.029 -12.316 -20.649
C 4.288 -12.432 -20.178
C 4.416 -13.543 -19.432
C 3.135 -14.091 -19.306
C 2.299 -13.372 -20.056
H 2.663 -11.597 -21.256
H 4.995 -11.719 -20.578
H 5.301 -13.874 -18.908
H 2.844 -14.982 -18.770
H 1.286 -13.645 -20.313
N 4.157 -14.648 -12.452
C 3.440 -15.208 -13.494
C 4.150 -16.297 -13.941
C 5.414 -16.203 -13.326
C 5.366 -15.282 -12.311
H 3.688 -13.988 -11.849
H 2.463 -14.865 -13.801
H 3.985 -17.077 -14.669
H 6.219 -16.919 -13.251
H 5.923 -14.942 -11.450
N 0.241 -13.788 -15.439
C 0.128 -14.587 -16.580
C 0.962 -15.663 -16.406
C 1.553 -15.566 -15.106
C 1.112 -14.355 -14.570
H -0.070 -12.829 -15.385
H -0.529 -14.220 -17.353
H 1.058 -16.488 -17.097
H 2.313 -16.217 -14.700
H 1.353 -13.859 -13.641
N 3.800 -13.623 -9.985
C 3.204 -13.204 -11.171
C 4.165 -12.791 -12.103
C 5.353 -13.079 -11.458
C 5.133 -13.481 -10.117
H 3.340 -14.083 -9.213
H 2.131 -13.264 -11.274
H 4.023 -12.651 -13.164
H 6.329 -12.792 -11.822
H 5.778 -13.619 -9.261
C 3.363 -13.737 -17.049
C 3.333 -14.185 -15.748
C 4.326 -13.739 -14.904
C 5.178 -12.700 -15.301
C 5.113 -12.192 -16.603
C 4.113 -12.645 -17.483
N 6.258 -12.102 -14.396
O 7.212 -11.528 -14.896
O 6.159 -12.398 -13.204
H 2.547 -14.134 -17.634
H 2.483 -14.759 -15.409
H 4.291 -14.035 -13.866
H 5.791 -11.428 -16.956
H 4.005 -12.255 -18.484
C 1.698 -12.285 -17.766
C 2.788 -11.474 -18.122
C 2.605 -10.211 -18.711
C 1.239 -9.721 -18.730
C 0.201 -10.573 -18.366
C 0.355 -11.861 -17.819
N 0.854 -8.415 -19.251
O -0.219 -8.389 -19.888
O 1.570 -7.425 -19.107
H 1.866 -13.276 -17.370
H 3.753 -11.943 -18.001
H 3.428 -9.624 -19.093
H -0.824 -10.238 -18.316
H -0.448 -12.463 -17.420
C 7.223 -13.808 -13.893
C 7.437 -15.156 -13.664
C 7.934 -15.845 -14.662
C 8.417 -15.358 -15.881
C 8.343 -13.958 -16.068
C 7.781 -13.223 -15.004
N 8.810 -16.301 -16.920
O 8.797 -15.944 -18.043
O 8.976 -17.434 -16.621
H 6.941 -13.184 -13.058
H 7.146 -15.549 -12.701
H 8.056 -16.896 -14.448
H 8.615 -13.582 -17.043
H 7.911 -12.151 -15.034
C 5.545 -15.577 -15.611
C 5.478 -16.953 -15.534
C 5.186 -17.710 -16.638
C 5.164 -17.123 -17.842
C 5.326 -15.685 -17.940
C 5.530 -14.912 -16.846
N 4.902 -17.929 -19.023
O 4.924 -19.170 -18.977
O 4.800 -17.390 -20.123
H 5.537 -15.123 -14.631
H 5.842 -17.330 -14.590
H 5.151 -18.781 -16.508
H 5.180 -15.124 -18.851
H 5.503 -13.841 -16.984
C 7.086 -9.738 -15.287
C 7.619 -8.856 -16.224
C 6.803 -7.956 -16.880
C 5.413 -8.126 -16.818
C 4.935 -8.937 -15.843
C 5.726 -9.678 -15.039
N 4.458 -7.363 -17.701
O 4.912 -6.540 -18.591
O 3.279 -7.561 -17.661
H 7.598 -10.537 -14.771
H 8.646 -8.842 -16.557
H 7.175 -7.216 -17.574
H 3.864 -9.070 -15.799
H 5.312 -10.437 -14.391
```



Molecular formula: CH30NO13
Method: DFT, ωB97M-V with the def2-TZVPD basis set

The HOMO energy (alpha / beta) comes out at -17.0 / -17.0 eV. The expectation value of S² is 0.76. Its gap between HOMO and LUMO (alpha / beta) is 9.91 / 3.20 eV. The spin multiplicity is 2. As for the LUMO energy (alpha / beta): -7.11 / -13.81 eV. The charge is +2. As for the total energy: -1088.2148 hartree.

Structure (XYZ):
```
45
CH30NO13 (ωB97M-V with the def2-TZVPD basis set)
C 2.788 2.530 1.681
N 2.262 2.434 0.517
H 3.636 2.022 2.142
H 2.430 3.425 2.174
H 1.629 3.156 0.139
H 2.587 1.632 -0.137
H -1.568 2.619 0.457
H -2.005 1.958 -0.852
O -1.258 2.445 -0.479
H -1.052 -1.476 2.669
H -1.042 -0.923 4.010
O -0.787 -0.633 3.119
H -1.430 -3.170 -0.422
H -2.660 -3.106 -1.232
O -2.351 -3.460 -0.392
H -2.024 -1.319 -3.803
H -1.951 -0.679 -2.424
O -1.716 -0.520 -3.351
H 0.258 3.853 -1.064
H 0.801 3.569 -2.426
O 1.004 4.087 -1.638
H -0.016 1.368 -0.442
H 0.411 0.744 -1.727
O 0.737 0.800 -0.810
H -2.219 -3.406 1.568
H -1.307 -3.686 2.849
O -1.808 -3.029 2.355
H 2.224 0.021 0.423
H 3.378 -0.903 0.787
O 3.177 0.047 0.667
H -3.465 -1.476 -0.730
H -2.610 -1.104 0.552
O -2.802 -0.895 -0.363
H -1.398 0.804 2.486
H -2.631 1.592 1.952
O -1.701 1.404 1.763
H 1.893 -2.571 0.426
H 3.171 -3.407 -0.217
O 2.865 -2.639 0.292
H 0.068 -0.011 -4.021
H 1.578 0.330 -4.107
O 0.760 0.564 -3.632
H 0.188 -1.610 1.644
H -0.073 -1.255 0.137
O 0.320 -1.919 0.725
```